An isolated molecule of C21H29N3O6S. Source: OMol25; level of theory: ωB97M-V/def2-TZVPD.

Its structure (SMILES) is Cc1c(C(=O)NCCN(C)C)oc2ccc(S(=O)(=O)N3CCC4(CC3)OCCO4)cc12. Its relative energy (zero: lowest compared OMol25 entry of this formula, charge and spin) is 63.03 kcal per mole. The gap between HOMO and LUMO comes out at 0.33224 Ha. As for the strongest force on any atom: 1.32 eV/Å. The HOMO energy is -8.6402 eV. For the calculated total energy, the calculation gives -1831.4984 a.u. As for the lowest unoccupied orbital energy: 0.4004 eV. As for the spin multiplicity: 1.

Geometry (Å):
C  2.95668  0.54405  2.53715
C  2.16921  -0.42101  1.73208
C  1.96142  -1.75203  1.97142
C  2.44295  -2.59977  3.08072
O  3.11076  -2.16258  4.00236
N  2.09755  -3.89806  2.95794
C  2.34912  -4.87520  3.98580
C  1.02510  -5.47320  4.47096
N  0.25400  -5.99616  3.35211
C  -1.16274  -6.05403  3.64910
C  0.74077  -7.28612  2.90659
O  1.17596  -2.32788  1.00047
C  0.87373  -1.35446  0.12061
C  0.10487  -1.46807  -1.03067
C  -0.06862  -0.32440  -1.78255
C  0.50992  0.88281  -1.39544
S  0.18555  2.32865  -2.40938
O  1.04120  3.37915  -1.94340
O  0.22848  1.92366  -3.78337
N  -1.41777  2.57348  -1.94929
C  -1.60250  3.58551  -0.93678
C  -1.47886  5.00143  -1.51731
C  -1.90227  5.01730  -2.99133
C  -3.00725  3.97035  -3.23242
C  -2.42349  2.57440  -2.99053
O  -0.77909  4.76593  -3.79697
C  -0.98852  5.41717  -5.02603
C  -1.93701  6.58190  -4.67135
O  -2.35445  6.31372  -3.34742
C  1.27377  1.00642  -0.26027
C  1.46301  -0.13498  0.51789
H  3.75188  0.97272  1.92912
H  2.31677  1.35840  2.87402
H  3.38633  0.04045  3.39756
H  1.45617  -4.18203  2.23196
H  2.86013  -4.36574  4.80567
H  3.00782  -5.65710  3.59427
H  0.44319  -4.67512  4.93759
H  1.22642  -6.24279  5.23463
H  -1.39840  -6.73736  4.47926
H  -1.51910  -5.05737  3.90542
H  -1.69568  -6.39324  2.76179
H  0.64245  -8.06362  3.68044
H  1.78832  -7.20822  2.62471
H  0.17286  -7.59587  2.03051
H  -0.32959  -2.41213  -1.31688
H  -0.64234  -0.33825  -2.69455
H  -0.84048  3.42291  -0.17476
H  -2.58792  3.42777  -0.48810
H  -0.43943  5.32492  -1.48000
H  -2.10267  5.70985  -0.97333
H  -3.38344  4.05093  -4.25222
H  -3.82755  4.18590  -2.54685
H  -1.92585  2.20784  -3.88941
H  -3.21966  1.87316  -2.71098
H  -0.01815  5.74714  -5.39695
H  -1.44427  4.73723  -5.75772
H  -2.80391  6.62414  -5.34024
H  -1.42849  7.54977  -4.67723
H  1.71308  1.95772  -0.00840